No. 1
{
  "formula": "C55H135N9O16",
  "method": "wB97M-V/def2-TZVPD",
  "homo_lumo_gap_ha": 0.3064,
  "fmax_ev_per_a": 2.6,
  "smiles": "CC1(C)CCCC(C)(C)N1O.COC[C@H](C)N.COCCNCCOC.COCCNCCOC.COCCNCCOC.COCCNCCOC.COCCNCCOC.COCCNCCOC.COCCNCCOC",
  "homo_energy_ha": -0.283,
  "spin_multiplicity": 1,
  "lumo_ev": 0.641,
  "elements": ["C", "C", "C", "C", "C", "C", "C", "C", "C", "N", "O", "H", "H", "H", "H", "H", "H", "H", "H", "H", "H", "H", "H", "H", "H", "H", "H", "H", "H", "H", "C", "O", "C", "C", "C", "N", "H", "H", "H", "H", "H", "H", "H", "H", "H", "H", "H", "C", "O", "C", "C", "N", "C", "C", "O", "C", "H", "H", "H", "H", "H", "H", "H", "H", "H", "H", "H", "H", "H", "H", "H", "C", "O", "C", "C", "N", "C", "C", "O", "C", "H", "H", "H", "H", "H", "H", "H", "H", "H", "H", "H", "H", "H", "H", "H", "C", "O", "C", "C", "N", "C", "C", "O", "C", "H", "H", "H", "H", "H", "H", "H", "H", "H", "H", "H", "H", "H", "H", "H", "C", "O", "C", "C", "N", "C", "C", "O", "C", "H", "H", "H", "H", "H", "H", "H", "H", "H", "H", "H", "H", "H", "H", "H", "C", "O", "C", "C", "N", "C", "C", "O", "C", "H", "H", "H", "H", "H", "H", "H", "H", "H", "H", "H", "H", "H", "H", "H", "C", "O", "C", "C", "N", "C", "C", "O", "C", "H", "H", "H", "H", "H", "H", "H", "H", "H", "H", "H", "H", "H", "H", "H", "C", "O", "C", "C", "N", "C", "C", "O", "C", "H", "H", "H", "H", "H", "H", "H", "H", "H", "H", "H", "H", "H", "H", "H"],
  "positions_angstrom": [[1.0239, 0.9814, -0.6857], [1.0754, -0.5626, -0.5548], [1.4745, -1.1401, -1.9085], [2.0865, -0.9804, 0.5352], [1.6055, -0.7965, 1.9656], [0.2051, -1.3018, 2.2400], [-0.8298, -0.9423, 1.1878], [-2.0575, -1.8572, 1.3069], [-1.3115, 0.5345, 1.3689], [-0.2329, -1.0971, -0.1363], [-1.2164, -1.0743, -1.1485], [1.3876, 1.4553, 0.2301], [1.7717, 1.3642, -1.3923], [0.0568, 1.3361, -1.0320], [0.6173, -1.0154, -2.5729], [2.3739, -0.6721, -2.3117], [1.6824, -2.2139, -1.9698], [2.4574, -1.9931, 0.3545], [2.9999, -0.3769, 0.4757], [2.2917, -1.1900, 2.7204], [1.6596, 0.2809, 2.1759], [-0.1713, -0.8861, 3.1817], [0.2690, -2.3763, 2.4361], [-1.8168, -2.8612, 0.9380], [-2.8011, -1.3660, 0.6808], [-2.4617, -2.0768, 2.2951], [-2.0255, 0.6033, 2.2014], [-1.8396, 1.0224, 0.5538], [-0.4373, 1.0634, 1.7552], [-1.4319, -2.0090, -1.2389], [-3.1396, 2.4781, 4.7379], [-3.1650, 1.6726, 3.5600], [-4.4513, 1.1500, 3.2578], [-4.8342, -0.0211, 4.1351], [-3.7597, -1.1068, 4.1654], [-6.0608, -0.6219, 3.6628], [-2.2072, 3.0387, 4.7590], [-3.1074, 1.8063, 5.5967], [-3.9266, 3.2335, 4.7243], [-5.2063, 1.9415, 3.2972], [-4.3926, 0.7468, 2.2402], [-4.8028, 0.4298, 5.1434], [-3.8691, -1.6380, 3.2137], [-3.8728, -1.8150, 4.9864], [-2.7282, -0.7537, 4.1753], [-6.7641, 0.0914, 3.4645], [-6.5366, -1.1534, 4.3871], [-11.4586, 5.5162, 3.0839], [-10.4892, 4.5015, 2.9592], [-10.6936, 3.4954, 3.9408], [-9.7507, 2.3213, 3.6138], [-8.4634, 2.7307, 3.0167], [-7.9100, 1.5331, 2.3722], [-6.6347, 1.8781, 1.6065], [-6.1222, 0.6211, 1.2065], [-4.9441, 0.7056, 0.4227], [-11.6825, 5.8780, 4.0856], [-12.3626, 5.2367, 2.5247], [-11.1514, 6.3627, 2.4606], [-11.7328, 3.1657, 3.8482], [-10.5241, 3.7859, 4.9824], [-10.3630, 1.6549, 2.9883], [-9.6153, 1.6968, 4.5012], [-8.8045, 3.3598, 2.2920], [-8.6352, 1.0425, 1.7162], [-7.5664, 0.8078, 3.1126], [-6.0117, 2.4746, 2.2824], [-6.7941, 2.5046, 0.7223], [-5.0625, 1.3112, -0.4793], [-4.4953, -0.2613, 0.2264], [-4.2197, 1.2298, 1.0627], [4.6262, 0.4384, 4.1114], [4.5603, -0.4412, 5.2026], [5.5135, -0.1729, 6.2134], [5.1858, -1.1319, 7.3585], [5.1914, -2.4903, 6.8320], [4.3823, -3.3758, 7.6569], [2.8663, -3.1199, 7.4746], [2.3327, -3.7031, 6.2982], [2.4100, -2.8576, 5.1431], [5.5847, 0.4405, 3.5737], [4.4109, 1.4428, 4.4813], [3.9685, 0.2050, 3.2708], [5.5391, 0.8602, 6.5898], [6.5165, -0.2141, 5.7724], [4.1775, -0.9375, 7.7523], [5.8245, -1.0824, 8.2438], [4.7774, -2.4479, 5.9110], [4.5801, -3.2000, 8.7175], [4.5250, -4.4331, 7.4367], [2.5252, -2.0932, 7.6387], [2.3610, -3.6572, 8.2845], [2.1576, -1.8282, 5.3925], [1.7753, -3.2779, 4.3642], [3.4309, -3.0136, 4.7838], [0.1290, -4.8135, -3.1545], [-0.8482, -3.7955, -3.3264], [-1.9970, -3.9600, -2.5275], [-3.1974, -3.1063, -2.9412], [-4.3089, -3.4089, -2.0759], [-5.5498, -2.7732, -2.4729], [-6.5009, -2.6492, -1.2713], [-5.6822, -2.3267, -0.1508], [-6.3683, -2.5826, 1.0545], [1.0451, -4.3900, -3.5603], [-0.1771, -5.6651, -3.7682], [0.2443, -5.0581, -2.0972], [-1.7831, -3.7916, -1.4560], [-2.1309, -5.0520, -2.4974], [-3.4081, -3.2203, -4.0037], [-2.8540, -2.0764, -2.7643], [-4.1559, -3.0126, -1.1530], [-6.0967, -3.3528, -3.2263], [-5.3736, -1.8025, -2.9601], [-7.0050, -3.6046, -1.1107], [-7.2473, -1.8886, -1.5100], [-7.3629, -2.1297, 1.0522], [-5.8551, -2.2476, 1.9547], [-6.5016, -3.6617, 1.2053], [0.9451, -2.7960, -9.5066], [1.7308, -3.9222, -9.8425], [1.7284, -4.9804, -8.8906], [2.3079, -4.6000, -7.5358], [3.4976, -3.7782, -7.5810], [3.9983, -3.3625, -6.2288], [2.9095, -2.6020, -5.4424], [2.0459, -1.8127, -6.2440], [0.6767, -1.8387, -5.9730], [-0.1095, -3.0382, -9.3381], [0.9228, -2.1398, -10.3815], [1.4936, -2.2531, -8.7347], [2.3395, -5.7355, -9.3961], [0.7398, -5.4559, -8.8972], [2.6838, -5.5508, -7.1307], [1.4425, -4.3585, -6.9026], [3.2063, -2.8458, -7.8764], [4.8535, -2.7251, -6.4469], [4.3132, -4.3080, -5.7832], [3.4338, -2.0332, -4.6689], [2.2586, -3.3325, -4.9581], [0.4273, -1.2690, -5.0742], [0.1462, -2.7987, -5.8872], [0.1843, -1.4603, -6.8720], [-0.5941, -0.5355, 6.4669], [0.2383, 0.4473, 7.0180], [1.4298, 0.7169, 6.3301], [1.4986, 2.1741, 5.9272], [0.4865, 2.6304, 5.0047], [0.6631, 2.2055, 3.6065], [-0.0898, 3.1539, 2.6785], [0.4702, 2.9270, 1.3529], [-0.0460, 3.8152, 0.3895], [-0.1225, -1.5301, 6.4234], [-0.9291, -0.2846, 5.4587], [-1.4071, -0.7659, 7.1567], [1.5801, 0.1650, 5.3900], [2.2843, 0.4550, 6.9636], [2.5142, 2.4120, 5.6067], [1.3148, 2.6782, 6.8841], [-0.4716, 2.7347, 5.2713], [0.3422, 1.1705, 3.4760], [1.7080, 2.4450, 3.4046], [-0.1887, 4.2121, 2.9320], [-1.1236, 2.8509, 2.4650], [-1.1346, 3.9116, 0.3108], [0.3856, 3.4975, -0.5572], [0.2765, 4.8417, 0.6089], [3.7942, 3.9893, 2.0620], [4.6925, 2.9354, 2.3453], [5.4352, 2.4806, 1.1968], [4.5487, 2.0234, 0.0564], [5.1369, 1.0198, -0.8356], [6.1737, 1.6572, -1.6585], [6.8379, 0.5768, -2.5208], [5.8909, 0.1499, -3.4766], [6.3795, -1.0055, -4.1502], [4.2105, 5.0009, 2.0906], [3.1278, 3.9173, 2.9265], [3.2027, 3.7386, 1.1810], [6.0502, 1.6583, 1.5522], [5.8867, 3.4321, 0.8857], [4.1025, 2.8596, -0.4922], [3.7263, 1.5146, 0.5818], [4.4228, 0.6606, -1.4569], [6.9684, 2.1500, -1.0978], [5.6593, 2.4249, -2.2538], [7.0636, -0.2392, -1.8292], [7.7679, 1.0460, -2.8611], [6.6793, -1.8243, -3.4904], [7.2881, -0.6983, -4.6795], [5.6250, -1.3177, -4.8658], [4.8041, 2.9298, -8.5646], [4.2358, 2.1419, -7.5502], [2.9687, 1.6322, -7.9427], [2.2100, 1.0708, -6.7443], [1.6032, 2.2552, -6.0172], [1.8886, 2.1848, -4.5741], [3.3361, 2.5195, -4.1640], [3.6757, 3.8946, -4.0392], [3.9494, 4.5651, -5.2543], [4.6445, 2.5292, -9.5736], [5.8870, 2.9154, -8.4413], [4.4905, 3.9741, -8.6791], [3.0173, 0.8434, -8.7104], [2.4723, 2.4334, -8.5044], [2.7679, 0.3966, -6.1019], [1.3586, 0.5186, -7.1426], [2.1059, 3.0301, -6.4133], [1.6009, 1.1685, -4.2831], [1.1592, 2.7558, -3.9895], [3.9747, 2.0011, -4.8861], [3.5273, 2.0337, -3.2042], [3.2553, 4.4562, -6.0922], [4.8852, 4.2054, -5.6837], [3.9202, 5.6392, -5.0796]],
  "forces_ev_per_a": [[1.3, 0.0, -0.1], [-0.2, 0.5, 0.5], [-0.4, -0.6, -0.5], [0.7, -0.2, 0.1], [-0.1, 1.1, 0.3], [0.1, -0.1, 0.5], [-0.7, 1.1, -0.4], [0.4, -0.5, -0.7], [0.2, -0.8, 1.9], [0.6, -2.2, -0.1], [0.0, 0.6, 0.0], [-0.9, -0.1, 0.0], [-0.1, -0.4, -0.4], [-0.1, 0.0, 0.3], [0.3, 0.3, -0.3], [-0.1, 0.3, 0.0], [-0.1, -0.1, 0.7], [-0.4, -0.2, 0.0], [-0.1, 0.1, -0.5], [0.1, -0.4, -0.3], [-0.2, 0.0, -0.2], [0.1, 0.0, 0.1], [-0.3, -0.1, -0.4], [0.0, 0.1, -0.4], [-0.4, -0.6, 0.1], [0.5, 0.7, -0.1], [0.2, -0.4, -0.1], [0.5, -0.2, -0.5], [-0.5, 0.2, -1.0], [0.1, 0.1, -0.2], [0.5, -0.5, -0.5], [-0.2, 0.8, 0.4], [0.8, -1.0, 0.0], [1.3, 0.2, 1.5], [0.0, -0.2, -0.9], [-0.9, 0.0, 0.9], [0.1, 0.0, -0.3], [-0.5, 0.4, 0.4], [-0.4, -0.3, 0.3], [0.7, -0.5, 0.7], [0.2, 0.3, 1.9], [-0.9, -0.3, 0.2], [-0.1, -0.1, 0.4], [-0.2, 0.0, 0.0], [-0.1, 0.4, 0.2], [1.6, -1.1, 0.3], [0.5, -0.3, 0.2], [-0.3, 0.7, -1.9], [0.0, 0.2, 1.2], [0.6, -0.7, -0.3], [-0.9, -0.2, 0.3], [-1.4, -0.9, 0.1], [0.5, 1.1, -0.6], [-1.0, 0.1, -0.7], [0.1, 0.0, -0.7], [0.4, 1.2, 0.1], [0.2, -0.3, 0.2], [-0.3, -0.4, 0.7], [0.5, 0.1, 0.4], [0.0, -0.2, 0.2], [0.1, 0.8, -0.2], [0.5, 0.0, -0.6], [0.3, 0.3, 0.2], [0.6, 0.2, -0.1], [0.0, -0.1, 0.0], [-1.7, 1.2, -0.3], [-0.2, -0.1, -0.8], [-0.3, 0.0, -0.1], [-0.3, -0.2, -0.2], [-0.6, -0.2, -0.2], [0.3, 0.4, -1.6], [0.4, 0.8, -0.4], [-0.3, -0.2, -0.2], [0.4, 0.4, 0.5], [-0.2, -0.5, -0.4], [0.6, -0.4, 0.2], [-1.4, 0.8, -0.2], [-0.3, -1.2, 0.9], [-0.6, 0.6, -0.2], [0.7, -1.3, 0.4], [0.4, 0.0, 0.7], [0.1, 0.2, -0.4], [-0.6, -0.4, 0.7], [-0.9, 0.2, -0.1], [0.1, -0.9, 0.2], [0.0, 0.7, -0.2], [0.4, 0.3, -0.3], [0.2, 0.0, 0.0], [0.4, -0.1, 0.0], [0.3, 0.0, -0.1], [0.3, 0.2, -0.5], [0.0, -0.1, 0.0], [0.2, 0.0, -0.2], [-0.4, 0.1, 0.2], [0.0, 0.8, -0.5], [-0.7, 0.7, -0.4], [0.0, 1.2, -0.1], [0.4, -1.7, 0.4], [1.4, 0.1, 0.4], [-0.7, -0.2, 0.1], [-0.6, 0.0, -0.5], [1.3, -0.1, -0.5], [-0.8, 0.3, 0.1], [-0.4, -0.7, 0.6], [0.2, -0.2, 0.1], [0.2, -0.3, 0.3], [0.1, -0.2, 0.0], [0.2, 0.4, 0.0], [-1.1, 0.1, -0.3], [-0.2, -0.2, 0.1], [-0.2, 0.2, -0.5], [0.4, -0.3, 0.0], [0.2, -0.2, 0.0], [0.0, 0.2, 0.3], [0.0, -0.1, 0.2], [-0.1, 0.2, 0.4], [0.0, 0.2, 0.0], [0.3, 0.5, -0.5], [-0.1, -0.1, -0.3], [0.6, 0.1, -0.8], [-0.3, 0.0, -0.2], [0.7, 0.0, -1.7], [-0.3, -2.0, 0.4], [-0.3, 1.9, 0.4], [-1.0, -0.7, -1.7], [-0.3, -1.0, 0.8], [1.3, -0.4, -0.5], [-1.1, 0.0, -0.2], [0.1, -0.1, 0.7], [0.2, -0.1, -0.1], [-0.8, 0.2, 0.5], [0.3, 0.1, 0.3], [-0.2, 0.3, 0.8], [-0.3, -0.1, 0.2], [0.4, 0.8, 0.3], [0.0, -0.4, -0.9], [0.1, -0.1, 0.2], [0.1, 0.4, 0.8], [-0.4, 0.4, 0.1], [0.2, -0.1, 0.3], [-0.1, 0.2, -0.1], [0.9, -0.5, 0.4], [0.1, 0.7, 0.3], [0.3, -1.2, 0.1], [-0.4, 0.1, 0.2], [0.8, -0.3, -1.0], [-1.2, 0.3, 1.7], [1.0, 0.3, -1.3], [-0.5, 2.0, 1.4], [-1.1, -1.1, -2.1], [0.1, 1.3, 1.0], [0.6, 0.6, 0.0], [0.5, 0.2, -0.3], [-0.2, 0.1, 0.0], [-0.3, 0.8, -0.1], [-0.5, -0.5, 0.2], [0.0, 0.1, 0.0], [-0.1, 0.1, -0.3], [0.2, 0.4, -0.2], [0.1, -0.4, 0.7], [0.4, 0.1, -0.4], [0.2, -0.9, -0.3], [0.9, 0.0, 0.3], [-0.2, -0.1, 1.0], [-0.2, -0.7, 0.2], [-0.2, 0.2, -0.1], [0.2, 0.0, -0.1], [-0.8, -0.9, 1.1], [0.3, -0.7, -0.4], [-0.6, 1.8, 0.1], [-1.3, -1.4, 0.4], [0.9, 0.9, 1.0], [-0.6, -0.8, -0.7], [-0.8, 1.3, 1.3], [0.6, -0.6, 0.0], [0.4, 0.8, -0.4], [0.4, -0.2, -0.5], [-0.3, 0.4, -0.2], [0.0, 0.6, -0.1], [0.5, 0.3, -0.2], [1.3, -0.7, -0.2], [0.2, 0.2, -0.1], [-0.1, 0.2, -0.2], [0.0, 0.0, 0.0], [-0.3, -0.1, 0.5], [0.5, 0.1, -0.4], [0.2, -0.2, -0.1], [0.0, -0.5, -0.9], [-0.4, 0.0, 0.3], [0.0, -0.2, -0.3], [0.0, -0.1, 0.0], [1.0, -0.2, -1.0], [-0.3, 0.1, -0.3], [0.1, -0.8, -0.3], [-1.4, 2.1, -0.6], [0.8, -1.0, 0.2], [-0.4, 0.2, 0.0], [-0.4, -0.8, -0.2], [-0.7, -0.1, -0.3], [0.1, 0.0, -0.4], [-0.2, -0.4, 0.1], [0.0, 0.1, 0.3], [-0.4, 0.0, 0.8], [0.7, -0.1, 0.1], [-0.7, 0.1, 0.6], [0.4, 0.2, -0.1], [0.2, -0.3, 0.0], [-0.2, 0.5, 0.2], [0.6, -0.2, 0.1], [0.2, 0.5, -0.2], [0.3, 0.2, 0.0], [0.1, 0.3, 0.2], [-0.6, -0.4, 0.4], [0.4, 0.3, 0.2], [0.5, 0.0, 0.4]]
}

***

No. 2
{
  "formula": "C6H9N",
  "method": "wB97M-V/def2-TZVPD",
  "homo_lumo_gap_ha": 0.3592,
  "fmax_ev_per_a": 1.1,
  "homo_energy_ha": -0.317,
  "spin_multiplicity": 1,
  "lumo_ev": 1.154,
  "elements": ["C", "N", "C", "C", "C", "C", "C", "H", "H", "H", "H", "H", "H", "H", "H", "H"],
  "positions_angstrom": [[1.7294, 0.3279, 0.3754], [0.9760, -0.6812, -0.3710], [0.0116, -1.1390, 0.5845], [-1.0279, 0.1201, 0.6927], [-0.7521, 1.0599, -0.5005], [-0.2035, -0.1946, -1.1807], [-1.1620, -1.0385, -0.2709], [2.3801, -0.2029, 1.0780], [0.9791, 0.8512, 0.9982], [2.3269, 0.9960, -0.2480], [0.3204, -1.7887, 1.4068], [-1.6364, 0.3797, 1.5581], [-0.1202, 1.9588, -0.4484], [-1.7066, 1.3162, -0.9769], [-0.0963, -0.2961, -2.2600], [-2.0186, -1.6688, -0.4373]],
  "forces_ev_per_a": [[0.2, 0.1, 0.0], [-0.1, 0.0, 0.2], [-0.4, 0.6, 0.8], [-0.2, -0.3, 0.2], [0.1, 0.0, 0.1], [0.0, 0.1, -0.5], [-0.3, -0.4, -0.4], [0.1, 0.0, -0.2], [1.0, 0.4, -0.2], [-0.1, -0.1, 0.0], [-0.5, 0.3, -0.1], [0.1, -0.4, -0.2], [-0.1, -0.3, 0.2], [0.2, 0.0, 0.2], [0.0, 0.1, 0.1], [0.1, -0.2, -0.3]]
}

***

No. 3
{
  "formula": "H11O5",
  "method": "wB97M-V/def2-TZVPD",
  "homo_lumo_gap_ha": 0.4201,
  "fmax_ev_per_a": 6.4,
  "homo_energy_ha": -0.538,
  "charge": 1,
  "spin_multiplicity": 1,
  "lumo_ev": -3.216,
  "elements": ["O", "H", "H", "O", "H", "H", "O", "H", "H", "O", "H", "H", "O", "H", "H", "H"],
  "positions_angstrom": [[-2.1282, 1.6299, -1.3152], [-2.8148, 1.5763, -2.0259], [-2.2108, 2.4428, -0.8168], [0.3690, 2.3293, 0.8114], [0.9105, 3.0664, 0.4300], [0.5633, 2.4418, 1.8021], [0.3608, -1.5002, -0.3065], [-0.2914, -2.0727, -0.7851], [0.8535, -2.1045, 0.2605], [1.1950, -3.3969, 2.1497], [1.4745, -4.3810, 2.0889], [1.3693, -3.2645, 3.0932], [0.2343, 0.8926, -1.4309], [-0.8396, 1.3433, -1.5045], [0.5518, 1.4007, -0.7749], [0.1867, -0.0869, -1.0357]],
  "forces_ev_per_a": [[-0.4, -0.4, -0.9], [0.8, 0.3, 0.8], [-0.4, 0.4, 0.2], [1.2, 1.5, 1.5], [-0.6, -0.7, 0.5], [-0.5, -0.5, -2.1], [-1.4, -0.5, -1.2], [0.9, 0.5, 0.7], [0.2, 0.0, 0.4], [0.9, -2.7, 0.2], [-0.8, 2.3, -0.3], [-0.2, 0.4, -0.2], [-3.7, -3.6, -3.8], [1.0, -1.3, 0.0], [2.4, 2.8, 4.4], [0.5, 1.3, -0.3]]
}

***

For reference, energy relative to the best compared isomer or geometry (same formula, charge and spin) by record: 0.0 90.8 28.5 kcal/mol.